No. 1
67
Properties=species:S:1:pos:R:3:forces:R:3:nbo_charge:R:1 method="wB97M-V/def2-TZVPD" de_lowest_ev=0.586 e_homo_ev=-9.493 smiles=OCCO.OCCO.OCCO.OCCO.CCO.CO.CO.CO gap_ev=10.0 total_charge=0 largest_force_ha_per_bohr=0.0436 e_lumo_ev=0.47
O -0.065465 -3.505993 2.128820 0.06 -0.17 0.06 -0.7460
C -1.175984 -3.420285 3.028529 0.08 0.67 -0.20 -0.0964
C -2.471505 -3.634600 2.233849 0.90 -0.54 0.93 -0.0771
O -2.514352 -2.781478 1.129135 -0.44 0.28 -0.20 -0.7219
H 0.413236 -4.323966 2.281457 -0.02 -0.02 -0.06 0.4803
H -1.035732 -4.071822 3.893033 -0.27 -0.25 -0.16 0.1763
H -1.143751 -2.396507 3.416742 -0.19 -0.03 -0.05 0.1742
H -3.321865 -3.452362 2.891089 -0.13 0.22 -0.14 0.1791
H -2.514032 -4.692812 1.952913 -0.04 -0.05 -0.26 0.1487
H -1.624210 -2.657613 0.775509 0.00 -0.21 0.08 0.4856
O -4.337934 5.214776 -2.122046 0.29 0.24 -0.65 -0.7152
C -3.359110 4.801787 -1.208469 0.12 -0.08 1.86 -0.0836
C -2.854515 3.380876 -1.408185 0.13 -0.27 -1.44 -0.0870
O -1.812398 3.084245 -0.520541 0.11 -0.61 1.20 -0.7690
H -5.206326 5.061760 -1.749911 -0.04 -0.09 0.08 0.4719
H -2.469237 5.441726 -1.160566 -0.16 0.20 -0.90 0.1708
H -3.726967 4.957554 -0.180939 -0.14 -0.48 -0.06 0.1545
H -2.566965 3.278199 -2.464487 0.36 0.23 0.07 0.1678
H -3.590860 2.576063 -1.339619 -0.38 0.35 0.54 0.1767
H -0.905220 3.228965 -0.813274 -0.22 0.37 -0.83 0.5041
O -4.541808 -2.901369 -2.287494 -0.06 -0.06 -0.10 -0.7399
C -3.368142 -2.200529 -1.920431 0.90 0.75 0.50 -0.0916
C -2.968763 -1.268845 -3.037696 0.12 -0.57 -0.55 -0.0837
O -4.016159 -0.356834 -3.325430 0.12 0.15 -0.04 -0.7257
H -4.644654 -3.648677 -1.694005 -0.08 0.05 0.05 0.4759
H -3.494359 -1.562282 -1.036922 -0.43 -0.26 0.09 0.1710
H -2.540264 -2.871733 -1.672014 -0.06 -0.11 -0.22 0.1635
H -2.672249 -1.852731 -3.918792 -0.35 -0.01 -0.13 0.1550
H -2.056839 -0.722909 -2.800045 -0.21 0.20 0.36 0.1986
H -4.815934 -0.877644 -3.459020 0.03 -0.01 0.02 0.4732
O 4.332799 0.141496 -1.903490 0.11 -0.34 0.16 -0.7308
C 4.623057 0.030144 -0.490281 -0.49 1.46 -1.63 -0.0889
C 3.596445 -0.887981 0.114938 0.65 -0.14 1.05 -0.0741
O 3.960344 -1.077043 1.486649 -0.30 -0.47 0.01 -0.7447
H 4.663879 0.987496 -2.212978 0.06 -0.04 -0.04 0.4642
H 5.680870 -0.201449 -0.340179 -0.20 -0.66 0.18 0.1711
H 4.493263 1.051139 -0.105699 -0.05 -0.26 0.54 0.1613
H 3.552409 -1.876475 -0.344274 0.30 0.06 -0.15 0.1812
H 2.587869 -0.474069 0.025131 0.07 0.25 -0.02 0.1658
H 4.453868 -0.314652 1.816488 -0.32 0.21 -0.11 0.4856
C 2.801659 1.701220 3.873396 -0.91 -0.33 0.55 -0.6452
C 3.972142 2.388063 3.219862 -0.68 1.40 0.52 -0.0769
O 4.877774 1.489860 2.610013 0.36 0.19 0.12 -0.7345
H 3.046546 1.143968 4.782119 0.40 -0.08 -0.18 0.2067
H 2.271845 1.006711 3.217935 0.30 0.00 -0.22 0.2215
H 2.030869 2.399128 4.217212 0.23 0.30 -0.20 0.2163
H 4.443522 3.086536 3.926762 0.46 -0.68 0.32 0.1678
H 3.622633 3.168189 2.532391 -0.07 -0.75 -0.76 0.1752
H 5.547514 1.286509 3.271681 0.03 -0.09 -0.15 0.4791
C 1.566373 2.706571 -0.511923 1.09 -1.21 -1.51 -0.2626
O 0.956931 3.444868 -1.563962 -0.91 1.02 0.74 -0.7553
H 1.395754 3.102274 0.482253 -0.39 0.38 -0.17 0.1884
H 1.239568 1.668676 -0.607554 -0.18 -0.07 0.52 0.1900
H 2.640179 2.673439 -0.717910 0.15 0.12 0.45 0.1630
H 1.302950 3.222436 -2.428446 0.19 -0.35 0.11 0.4851
C -0.340184 -0.300878 1.076867 -0.24 0.26 -0.71 -0.2539
O -0.719953 -0.069834 -0.275633 -0.06 -0.21 -0.47 -0.7620
H 0.456125 0.397652 1.353235 -0.05 -0.09 0.30 0.1574
H -1.206508 -0.210655 1.734287 0.17 -0.03 0.19 0.1769
H 0.040004 -1.321771 1.084541 0.14 0.10 0.36 0.1885
H -1.353050 0.652081 -0.373466 0.13 0.15 0.34 0.4929
C 0.244069 -3.102072 -2.031540 0.26 -0.75 -1.79 -0.2617
O -0.091305 -2.595168 -3.349932 -0.08 -0.03 0.62 -0.7318
H 1.255600 -3.519681 -2.109179 0.18 0.53 0.55 0.1671
H 0.127362 -2.274695 -1.340868 0.06 -0.18 0.22 0.2064
H -0.359975 -3.993886 -1.833296 -0.38 0.42 0.53 0.1602
H -0.310895 -3.353082 -3.896345 0.02 0.03 -0.10 0.4605

---

No. 2
17
Properties=species:S:1:pos:R:3:forces:R:3:nbo_charge:R:1 method="wB97M-V/def2-TZVPD" de_lowest_ev=3.903 e_homo_ev=-9.396 gap_ev=10.2 total_charge=0 largest_force_ha_per_bohr=0.0595 e_lumo_ev=0.81
O 2.269492 -0.071710 1.051696 0.58 0.18 0.10 -0.7194
C 1.605611 -0.619504 -0.066387 -0.41 0.35 -0.18 -0.0829
C 0.128291 -0.436151 0.236216 -0.07 3.05 0.20 -0.1567
C -0.389517 1.282089 0.266761 1.10 -2.80 -0.24 -0.4908
C -1.838915 1.135770 0.012834 -0.34 -2.74 -0.61 -0.0716
O -2.089797 -0.681211 -0.428006 0.21 2.52 0.67 -0.5951
C -0.818939 -1.123618 -0.681339 1.06 -0.64 0.57 -0.0949
H 3.191413 0.072051 0.823410 0.08 -0.01 0.09 0.4698
H 1.809042 -0.060214 -0.991818 0.18 0.01 0.13 0.1601
H 1.944759 -1.662755 -0.252407 -0.58 0.33 0.22 0.1714
H -0.121467 -0.733374 1.264385 0.28 0.00 -0.26 0.2085
H -0.092206 1.596906 1.273327 -0.31 0.11 -0.36 0.2361
H 0.169670 1.822412 -0.509015 -0.25 -0.19 0.23 0.2124
H -2.250988 1.537100 -0.907646 0.08 0.09 0.19 0.2063
H -2.508748 1.192800 0.868805 0.10 -0.07 -0.24 0.2058
H -0.515356 -1.156618 -1.750810 -0.14 0.30 0.39 0.1497
H -0.492337 -2.093975 -0.210011 -1.57 -0.48 -0.91 0.1912

---

No. 3
33
Properties=species:S:1:pos:R:3:forces:R:3:nbo_charge:R:1 method="wB97M-V/def2-TZVPD" de_lowest_ev=0.000 e_homo_ev=-2.889 gap_ev=4.7 total_charge=-1 largest_force_ha_per_bohr=0.0592 e_lumo_ev=1.82
Ni -0.286769 1.675442 -1.851295 -0.29 -0.45 0.35 1.0232
N -0.919618 0.451663 -0.820234 0.92 -1.46 1.81 -1.1866
C 0.957403 -0.478307 0.840218 2.40 0.27 0.63 -0.2153
C 1.382267 -1.303717 1.844645 -0.98 -0.34 -0.05 -0.2062
C 2.687227 -1.316836 2.333143 0.23 -0.01 0.10 -0.2085
C 3.610715 -0.467230 1.798242 -0.20 0.02 -0.10 -0.1849
C 3.231804 0.411821 0.757666 -0.03 -0.07 0.07 -0.1318
C 4.198518 1.291098 0.213915 0.09 -0.07 0.10 -0.1150
C 3.857543 2.137440 -0.780731 0.02 0.05 -0.04 -0.2691
C 2.529920 2.115482 -1.250275 -0.07 0.01 -0.02 0.0716
N 1.582294 1.330640 -0.792977 0.06 -0.11 0.13 -0.4752
C 1.904502 0.433628 0.247341 -0.59 0.48 -0.69 0.2307
H -0.961857 0.451755 1.254161 0.09 -0.29 0.19 -0.0757
H -0.286886 -1.513442 -0.612044 0.04 -0.14 0.31 -0.0746
H 0.616783 -1.966554 2.240803 0.08 -0.04 0.09 0.2462
H 2.952343 -1.998987 3.130582 0.01 0.00 0.00 0.2133
H 4.634037 -0.448216 2.151227 0.01 0.02 -0.01 0.2061
H 5.204693 1.262997 0.616289 0.00 0.00 0.00 0.2076
H 4.567791 2.822845 -1.221106 -0.03 0.01 -0.03 0.2220
H 2.228254 2.782519 -2.048591 0.05 0.00 0.02 0.2465
Br 0.283610 3.342159 -3.362418 -0.03 0.26 -0.28 -0.7205
Cl -5.849495 0.427065 -2.645356 0.11 0.07 -0.04 -0.1071
C -4.441243 -0.030397 -1.629155 -0.35 -0.21 0.10 -0.3403
C -4.750095 -1.031765 -0.678008 0.38 0.04 0.12 -0.1327
C -4.209856 -1.798182 0.344686 -0.22 -0.07 0.01 -0.3982
C -2.942745 -2.002193 1.036287 -0.28 0.73 -0.88 -0.1965
C -1.746393 -1.439563 0.870741 0.84 -0.94 1.33 -0.5717
Cl -0.682024 -0.508376 0.276050 -1.46 0.65 -1.20 1.4710
C -3.303747 0.683434 -1.956594 -0.07 -0.28 0.26 0.3644
N -2.264968 1.176416 -2.092164 -0.74 1.91 -2.26 -0.4633
H -5.798158 -1.289917 -0.795727 -0.01 0.01 -0.02 0.2046
H -4.974636 -2.450102 0.758373 0.05 -0.03 0.04 0.1781
H -3.011213 -2.752620 1.822307 -0.03 -0.02 -0.02 0.1881